{"formula": "H3N3O4", "method": "ωB97M-V with the def2-TZVPD basis set", "species": ["N", "N", "N", "O", "O", "O", "O", "H", "H", "H"], "coordinates": [[-0.97260, -0.30258, -0.60893], [0.22966, 0.22931, -0.58504], [0.31721, 1.38120, 0.07273], [-0.69589, 1.82560, 0.64196], [1.39572, 1.92234, 0.06454], [3.09251, -0.20505, -0.43019], [3.72629, -0.63947, 0.54931], [-1.70052, 0.25447, -0.30496], [-0.94325, -1.29640, -0.80322], [2.40942, 0.59850, -0.17148]], "multiplicity": 1, "homo_lumo_gap_ev": [9.09, 6.82]}

{"formula": "C2H3FO3S", "method": "ωB97M-V with the def2-TZVPD basis set", "species": ["O", "C", "C", "S", "O", "O", "F", "H", "H", "H"], "coordinates": [[0.13870, -1.05452, 1.62708], [0.88883, -0.55642, 0.84149], [0.38941, 0.10039, -0.38750], [-0.05926, -1.97190, -1.13658], [-1.46426, -2.17851, -1.13462], [0.95561, -2.82103, -0.61311], [0.20133, -1.63086, -2.73602], [2.01437, -0.65065, 0.57727], [1.13681, 0.61424, -1.07557], [-0.58725, 0.47113, -0.47210]], "multiplicity": 1, "homo_lumo_gap_ev": 9.43}

{"formula": "C7H6N2S", "method": "ωB97M-V with the def2-TZVPD basis set", "species": ["C", "C", "S", "C", "C", "C", "N", "C", "N", "C", "H", "H", "H", "H", "H", "H"], "coordinates": [[1.40486, 0.15786, -2.59298], [2.46461, 0.77260, -1.75751], [1.93340, 0.93438, -0.17860], [0.48286, 0.17982, -0.48252], [-0.55642, -0.08602, 0.62721], [-0.30305, -0.01610, 1.95265], [-1.58177, -0.33022, 2.52068], [-2.40616, -0.58468, 1.43540], [-1.81973, -0.41176, 0.22640], [0.35401, -0.18235, -1.78660], [1.60572, 0.13317, -3.62145], [3.47643, 1.28356, -2.05972], [0.67171, 0.02276, 2.60683], [-1.85933, -0.45970, 3.46387], [-3.29128, -0.88844, 1.72570], [-0.57585, -0.52488, -2.07936]], "multiplicity": 1, "homo_lumo_gap_ev": 8.62}

{"formula": "C29H45B2BeBr3Cl4CsF7N3O8", "method": "ωB97M-V with the def2-TZVPD basis set", "species": ["C", "C", "C", "C", "C", "C", "C", "C", "C", "O", "C", "C", "O", "B", "F", "O", "C", "C", "C", "C", "O", "C", "H", "H", "H", "H", "H", "H", "H", "H", "H", "H", "H", "H", "H", "H", "H", "H", "H", "H", "H", "H", "H", "H", "H", "Be", "C", "Cl", "Cl", "Cl", "Cl", "C", "C", "N", "H", "H", "H", "F", "N", "O", "O", "O", "C", "C", "C", "C", "C", "C", "N", "O", "C", "C", "C", "H", "H", "H", "H", "H", "H", "H", "H", "H", "H", "H", "H", "H", "H", "H", "H", "H", "H", "B", "F", "F", "F", "F", "Cs", "C", "Br", "Br", "Br", "H", "F"], "coordinates": [[-0.79979, 8.17425, 2.66050], [-1.36054, 6.79923, 2.36319], [-2.36382, 6.58399, 1.42973], [-2.82632, 5.30610, 1.15897], [-2.30474, 4.21350, 1.84284], [-2.77084, 2.78457, 1.55770], [-4.29190, 2.67742, 1.26225], [-1.99299, 2.30481, 0.29527], [-1.31873, 4.41048, 2.81232], [-0.82264, 3.33598, 3.49841], [0.58215, 3.13821, 3.28183], [0.75568, 1.97269, 2.31047], [1.21302, 0.75493, 2.84587], [1.37272, -0.00105, 1.60242], [2.18981, -1.21272, 1.82404], [1.94391, 0.95265, 0.65691], [1.92351, 2.22923, 1.28326], [3.24308, 2.40901, 2.03936], [4.19590, 3.34170, 1.23176], [3.61504, 4.84560, 0.96642], [3.78430, 3.62176, -0.01818], [-0.85644, 5.70391, 3.04321], [-1.61567, 8.87138, 2.84849], [-0.16550, 8.52494, 1.84261], [-0.14266, 8.10425, 3.52795], [-2.81152, 7.41208, 0.88889], [-3.60790, 5.14657, 0.42741], [-2.57119, 2.12891, 2.40033], [-4.75689, 3.61716, 0.96682], [-4.86759, 2.26958, 2.09320], [-4.42202, 1.97901, 0.43263], [-1.59244, 1.29710, 0.39568], [-2.59518, 2.44125, -0.63416], [-1.10470, 2.97819, 0.19687], [1.08485, 2.96845, 4.23607], [1.06555, 4.01089, 2.83031], [-0.19081, 1.82470, 1.79265], [0.22822, -0.28566, 1.26848], [1.58163, 3.03152, 0.62955], [3.78779, 1.46935, 2.06868], [3.14645, 2.90001, 3.00722], [5.26030, 3.26860, 1.44557], [2.83811, 5.23568, 0.30193], [2.85023, 4.62051, 1.77072], [-0.07450, 5.82026, 3.78850], [3.74024, -2.41113, 2.10203], [-0.54948, 1.12672, -3.70367], [0.47301, 2.03163, -4.85251], [-2.22097, 1.76736, -3.76442], [-0.60908, -0.56498, -4.14278], [0.11279, 1.32638, -2.04274], [7.38291, -4.11241, 1.61439], [8.32289, -5.20219, 1.82351], [9.06480, -6.06026, 1.98673], [7.19899, -3.56692, 2.54005], [7.76128, -3.40059, 0.88169], [6.42466, -4.48328, 1.24978], [-0.58431, -2.30097, -5.64563], [2.17189, -2.75767, 5.06770], [2.71606, -1.77693, 5.55182], [2.82581, -3.48990, 4.21728], [1.04346, -3.10102, 5.35462], [-0.60569, -7.26946, -1.81833], [-1.57041, -6.10436, -1.49663], [-2.00070, -5.40220, -2.80554], [-0.88466, -4.55872, -3.43443], [-0.31048, -3.56547, -2.43113], [0.13653, -4.19615, -1.10697], [-0.92529, -5.11825, -0.56236], [-1.77550, -4.46823, -0.01636], [1.46288, -4.95880, -1.30418], [0.49054, -3.08662, -0.11747], [-2.77153, -6.79118, -0.85322], [-1.16906, -8.13647, -2.15065], [0.09375, -7.04383, -2.62251], [-0.03784, -7.57340, -0.93745], [-2.86556, -4.75896, -2.60675], [-2.33807, -6.15523, -3.51563], [-0.09006, -5.19800, -3.83034], [-1.28351, -4.00546, -4.29227], [0.53402, -3.04684, -2.88707], [-1.07298, -2.80427, -2.23631], [1.72333, -5.53053, -0.40998], [2.27190, -4.25411, -1.48953], [1.45593, -5.63587, -2.15324], [-0.32187, -2.37696, 0.02772], [1.33946, -2.51855, -0.49204], [0.76207, -3.49666, 0.85939], [-2.48631, -7.30216, 0.09430], [-3.17218, -7.54562, -1.52025], [-3.59187, -6.10865, -0.63340], [-5.63634, -3.61681, -1.98982], [-5.60210, -3.21332, -0.64017], [-5.10784, -4.92850, -2.10170], [-6.95711, -3.59311, -2.46139], [-4.83892, -2.74214, -2.75559], [-0.97071, 3.62354, -2.63231], [0.42658, 9.11357, -5.65769], [-0.34849, 8.73228, -7.37666], [-0.89054, 9.74814, -4.40452], [1.39568, 7.60064, -4.96342], [1.14210, 9.91050, -5.79924], [-3.31903, -8.62859, 0.81231]], "total_charge": -1, "multiplicity": 1, "homo_lumo_gap_ev": 1.57}

{"formula": "C25H35IrN2", "method": "ωB97M-V with the def2-TZVPD basis set", "species": ["C", "C", "C", "C", "C", "Ir", "C", "C", "H", "C", "H", "H", "C", "H", "H", "H", "C", "H", "H", "H", "C", "H", "H", "H", "C", "H", "H", "H", "C", "H", "H", "H", "C", "H", "H", "H", "C", "H", "H", "H", "C", "C", "C", "C", "H", "C", "H", "C", "H", "H", "H", "C", "C", "N", "C", "C", "N", "H", "H", "H", "H", "H", "H"], "coordinates": [[1.36244, -2.06843, 0.53570], [1.71827, -1.18803, -0.54504], [0.75627, -1.35697, -1.59052], [-0.20983, -2.32675, -1.16566], [0.15056, -2.76160, 0.16608], [-0.36790, -0.71608, 0.22406], [-3.25440, 1.30267, -1.02499], [-2.85844, 0.79786, 0.17672], [-2.73850, 1.48892, 1.02128], [-2.36430, -0.58332, 0.42170], [-2.81645, -1.37506, -0.20314], [-2.57429, -0.88507, 1.46129], [-3.63563, 2.75025, -1.12127], [-2.96058, 3.33326, -0.47897], [-3.49414, 3.15149, -2.13401], [-4.67607, 2.98166, -0.82784], [-3.08415, 0.51952, -2.29664], [-2.15546, -0.07280, -2.21597], [-3.94204, -0.17570, -2.49060], [-2.96416, 1.20821, -3.14912], [2.94076, -0.33426, -0.63552], [3.32379, -0.09820, 0.36293], [3.74710, -0.87064, -1.16547], [2.76345, 0.62013, -1.15575], [0.88175, -0.74161, -2.94789], [0.94522, 0.35439, -2.89053], [1.80789, -1.09091, -3.43457], [0.04037, -1.01659, -3.59355], [-1.32714, -2.88754, -1.98036], [-1.28986, -2.49824, -3.00086], [-1.25365, -3.98089, -2.01455], [-2.30353, -2.64073, -1.55260], [-0.61580, -3.70282, 1.02955], [-1.66264, -3.74664, 0.71868], [-0.20861, -4.71814, 1.00123], [-0.59147, -3.36184, 2.06953], [2.09794, -2.23157, 1.82337], [1.41263, -2.36824, 2.66654], [2.75058, -3.11314, 1.78507], [2.72724, -1.35938, 2.02921], [2.75025, 2.81271, -1.83404], [1.34329, 2.85875, -2.22844], [3.82485, 3.28698, -2.50451], [1.25432, 3.03315, -3.65967], [0.34871, 2.71927, -1.81937], [3.63325, 3.55274, -3.91156], [4.73627, 3.39416, -1.97098], [2.36824, 3.37499, -4.44902], [0.32031, 2.89856, -4.21570], [4.44994, 3.80387, -4.60038], [2.24812, 3.37275, -5.53806], [1.79638, 1.88567, 1.60423], [0.69878, 1.24542, 2.34970], [-0.21557, 0.32624, 1.97990], [-0.89572, -0.07309, 3.13666], [-0.43479, 0.65183, 4.18195], [0.56392, 1.45895, 3.66681], [2.04238, 2.84371, 2.07881], [2.70409, 1.26770, 1.66089], [1.53815, 2.06247, 0.55580], [-1.64223, -0.86619, 3.12422], [-0.71671, 0.61306, 5.21914], [1.16751, 2.09325, 4.18691]], "total_charge": 1, "multiplicity": 6, "homo_lumo_gap_ev": [5.76, 6.08]}

{"formula": "C2H8N2O2", "method": "ωB97M-V with the def2-TZVPD basis set", "species": ["N", "C", "O", "H", "H", "H", "N", "C", "O", "H", "H", "H", "H", "H"], "coordinates": [[1.72735, 0.83306, 1.42956], [1.08303, -0.31258, 1.78815], [-0.10278, -0.51527, 1.97578], [1.15812, 1.58635, 1.65303], [2.42678, 0.83838, 0.74599], [1.78752, -1.06669, 2.03719], [-1.55988, -0.99622, -1.76392], [-0.47379, -0.11635, -1.88700], [-0.51581, 1.06378, -1.10923], [-1.55279, -1.81552, -1.10520], [-2.42929, -0.81587, -2.33969], [0.43003, -0.55659, -1.47727], [-0.36792, 0.26731, -2.89029], [-1.33148, 0.89021, -0.62255]], "multiplicity": 1, "homo_lumo_gap_ev": 10.49}